C33H37N7O7P2V | ωB97M-V with the def2-TZVPD basis set

As for the charge: 0. Its relative energy (zero: lowest compared OMol25 entry of this formula, charge and spin) is 39.1 kcal per mole. The calculation puts the HOMO energy (alpha / beta) at -7.3 / -8.0 eV. Its total energy is -103835.9784 eV. As for the frontier orbital gap (alpha / beta): 5.380 / 6.170 eV. Its spin multiplicity is 4.

```
87
Properties=species:S:1:pos:R:3:forces:R:3
V -2.4885 1.1581 0.1390 -0.3 -1.2 -2.5
C -2.8260 -2.3205 0.2366 0.9 1.6 1.0
C -2.0654 -1.5730 1.0773 -1.4 0.5 -0.6
C -0.6510 -1.0664 0.8570 0.0 -0.3 1.5
C -0.3395 0.3218 0.2496 0.9 -0.9 0.2
C -0.4721 0.3229 -1.2658 -0.3 -0.4 -0.8
C -0.9178 -0.6917 -2.0830 -0.1 1.9 1.5
C -1.1023 -2.1451 -1.7799 -1.0 -1.1 -0.4
C -2.4231 -2.7122 -1.1306 0.4 -0.5 -1.0
C -2.5102 2.9927 -0.8735 0.1 -1.3 1.1
H -3.8779 -2.5024 0.4831 0.4 -0.2 0.2
H -2.5233 -1.1706 2.0071 0.2 -0.6 -0.6
H -0.0314 -1.8154 0.3659 0.0 0.3 0.0
H -0.2590 -1.0385 1.8841 0.0 0.1 -0.3
H -0.8205 1.2412 0.7931 1.0 -0.6 -0.1
H 0.7240 0.5265 0.5606 -1.1 0.0 -0.4
H -0.0960 1.2434 -1.7384 -1.0 -0.4 0.1
H -1.2754 -0.3759 -3.0767 0.8 -0.2 0.3
H -0.2620 -2.6070 -1.2422 -0.1 0.4 -0.4
H -1.1415 -2.6074 -2.7807 0.3 -0.1 0.4
H -3.2866 -2.5084 -1.7752 0.2 0.1 -0.1
H -2.2803 -3.8081 -1.2209 -0.2 0.3 0.3
H -3.5193 2.9119 -1.3066 0.5 0.7 0.0
H -1.6583 3.0176 -1.5540 -0.3 0.6 0.0
H -2.4110 3.4786 0.1126 -0.1 0.8 -0.9
P 2.3982 1.5011 -1.2098 2.5 1.1 -1.2
P 2.3459 -0.8434 1.8093 2.1 -0.8 0.9
N 2.7843 1.1559 -2.8890 -0.7 0.0 -0.4
N 3.4871 2.8973 -1.0866 -0.1 0.4 0.7
N 2.8982 -2.3580 1.1318 -0.8 -0.2 -0.1
N 3.1341 -1.0318 3.3852 0.2 0.6 0.8
C 3.6060 0.3091 -0.5165 0.2 -0.5 0.7
C 3.6259 0.2436 1.0411 0.5 0.0 -0.2
C 2.0126 1.6868 -3.9382 1.3 -0.7 -0.5
C 2.7050 1.4685 -5.1277 -0.2 0.1 1.2
C 3.9382 0.8111 -4.7968 -0.5 0.2 0.8
C 3.9622 0.6359 -3.4278 -0.6 0.2 -0.6
C 3.0604 4.1601 -0.6669 1.1 0.1 -0.3
C 4.1521 5.0215 -0.6877 -0.4 -0.9 -0.2
C 5.2916 4.2633 -1.1334 -1.1 -0.9 0.1
C 4.8581 2.9603 -1.3493 -0.3 1.1 0.3
C 2.0573 -3.4821 1.1152 0.9 0.0 -0.8
C 2.6838 -4.4729 0.3838 0.3 0.8 0.5
C 3.9893 -3.9760 0.0157 -0.7 0.7 0.3
C 4.0698 -2.6675 0.4465 -0.7 -0.8 0.1
C 4.2027 -1.8557 3.7713 -0.3 0.8 0.5
C 4.6661 -1.4325 5.0091 -0.7 0.1 -1.0
C 3.8740 -0.3042 5.4024 -0.2 0.0 -0.8
C 2.9584 -0.0649 4.3969 0.4 -1.0 -0.2
H 4.6225 0.6364 -0.8136 -0.8 -0.5 0.1
H 3.3931 -0.6913 -0.9451 0.2 0.5 0.2
H 4.6201 -0.1348 1.3799 -0.7 0.4 -0.2
H 3.5052 1.2451 1.4929 0.0 -0.3 -0.2
H 1.0616 2.1707 -3.7408 0.2 -0.1 0.0
H 2.3775 1.7598 -6.1126 0.0 0.0 0.0
H 4.7296 0.5294 -5.4745 -0.1 -0.1 0.0
H 4.7082 0.1740 -2.7963 -0.2 0.1 -0.3
H 2.0201 4.3156 -0.3981 0.3 0.0 -0.1
H 4.1514 6.0652 -0.4085 -0.1 -0.1 -0.1
H 6.2986 4.6141 -1.2932 0.0 0.0 0.1
H 5.4096 2.0766 -1.6403 0.0 0.4 -0.2
H 1.1123 -3.4739 1.6428 0.1 0.0 -0.2
H 2.2464 -5.4167 0.1042 0.1 -0.1 0.2
H 4.7766 -4.5131 -0.4831 -0.1 0.0 -0.2
H 4.8057 -1.9028 0.2778 0.2 -0.2 0.1
H 4.5046 -2.6832 3.1489 0.0 0.1 0.0
H 5.4904 -1.8681 5.5492 -0.1 -0.1 0.0
H 3.9827 0.2789 6.3043 -0.1 -0.1 0.0
H 2.1673 0.6657 4.2987 0.1 0.0 0.1
O -9.9786 -0.2940 -0.7904 1.5 0.4 1.7
N -9.4985 -0.0880 0.3423 -2.7 -0.4 -0.2
O -10.2205 -0.0294 1.3559 1.6 0.0 -1.4
C -8.0608 0.0890 0.5032 0.6 -0.2 -0.5
C -7.2301 -0.0216 -0.6171 0.2 0.3 0.3
C -5.8569 0.2622 -0.5073 -0.5 -0.3 1.0
C -5.3130 0.6144 0.8048 2.0 0.4 -0.3
O -4.1224 1.0570 1.0677 -2.7 -0.5 -0.6
C -6.1727 0.4349 1.9249 0.2 0.1 -1.1
C -7.5288 0.2583 1.7849 0.2 0.0 0.5
N -5.5390 0.4629 3.2306 0.0 -0.3 2.6
O -6.3533 0.5169 4.1785 1.5 0.1 -1.2
O -4.3085 0.3591 3.3888 -2.6 0.0 -0.2
N -5.0171 0.0016 -1.6529 1.8 -0.4 -1.2
O -5.5074 -0.5479 -2.6561 1.0 1.2 2.0
O -3.7486 0.2796 -1.5920 -3.2 -0.5 0.2
H -7.6471 -0.3381 -1.5669 0.0 0.2 0.1
H -8.1269 0.2380 2.6912 -0.1 -0.1 -0.3
```
Positions in Å, forces in eV/Å.



C33H38CoF3N7O6P | ωB97M-V with the def2-TZVPD basis set

As for the charge: +2. Its relative energy (zero: lowest compared OMol25 entry of this formula, charge and spin) is 29.4 kcal per mole. The calculation puts the HOMO energy (alpha / beta) at -14.4 / -14.4 eV. Its total energy is -112610.5970 eV. As for the frontier orbital gap (alpha / beta): 6.954 / 5.837 eV. Its spin multiplicity is 5.

```
89
Properties=species:S:1:pos:R:3:forces:R:3
Co -2.8388 1.2433 20.1203 -1.7 2.8 0.4
N -2.2876 2.2406 23.9507 0.0 -0.5 -1.2
C -3.6721 2.2119 24.1613 0.9 0.0 -1.4
C -4.2264 1.8065 22.9640 0.8 -0.4 0.2
N -3.2190 1.4891 22.0645 1.1 1.3 1.3
C -2.0673 1.8457 22.6445 -0.6 -0.1 2.1
C -0.8325 1.8929 21.8934 0.5 0.0 -1.0
N -0.8924 1.7098 20.5684 1.0 -0.2 1.7
C 0.4052 1.8888 20.1268 -1.4 -0.4 -1.4
C 1.2468 2.1177 21.1494 -1.0 0.2 -0.5
N 0.4383 2.1783 22.2576 0.1 0.1 2.2
H -1.5459 2.3905 24.6549 -1.0 0.1 -0.6
H -4.0727 2.5827 25.0790 -0.3 -0.1 0.2
H -5.2387 1.7092 22.6242 -0.3 0.0 0.4
H 0.5768 1.9394 19.0674 0.3 -0.3 -0.1
H 2.2946 2.2023 21.0220 0.7 0.4 0.8
H 0.7133 2.4776 23.2191 -0.1 -0.6 -1.4
O -0.6686 -3.9304 25.9931 1.3 -0.3 -0.8
C -1.7244 -3.1760 25.7620 -1.9 0.3 0.3
O -2.5574 -2.9890 26.6155 0.7 0.2 -0.8
C -1.9066 -2.6651 24.3410 -0.2 1.2 -1.4
C -0.8136 -2.2810 23.5110 -0.2 -0.7 1.4
C -0.9906 -1.8196 22.2330 -0.9 1.1 -0.3
C -2.2961 -1.6014 21.7224 -0.5 -1.5 1.2
C -3.4253 -1.9663 22.4973 2.3 0.1 0.5
C -3.2024 -2.4155 23.8155 -0.4 0.1 0.2
N -2.5230 -1.0404 20.4653 3.3 0.8 -2.3
C -1.5925 -1.2789 19.5319 -2.4 -0.7 2.1
C -1.6002 -0.4953 18.3467 -0.5 2.1 -2.1
C -0.8550 -0.8253 17.2161 -0.6 1.0 0.8
C -0.9642 0.0514 16.1163 0.2 -1.1 -0.6
C -1.8095 1.1336 16.1226 -0.7 0.4 -0.5
C -2.5443 1.4096 17.2534 0.3 -0.3 1.8
N -2.4028 0.6535 18.3520 1.1 -1.8 -1.4
H -0.1575 -4.0751 25.1667 -0.3 0.0 0.7
H 0.2051 -2.2388 23.9219 -0.4 -0.4 -0.2
H -0.1213 -1.4184 21.7273 0.0 -0.1 -0.3
H -4.3859 -1.9026 22.0254 -0.4 0.1 0.4
H -4.0907 -2.4663 24.4636 0.6 -0.6 -0.2
H -0.9187 -2.1536 19.5594 -0.2 0.5 0.3
H -0.2112 -1.6998 17.2821 -0.1 0.2 -0.5
H -0.4705 -0.2131 15.1898 0.3 0.1 0.1
H -2.0285 1.8055 15.2880 0.6 -0.5 0.0
H -3.1687 2.2975 17.3714 0.1 -0.2 -0.2
F -8.9663 -0.4845 17.4353 1.5 0.1 -0.6
C -7.7491 -0.3948 16.7981 -3.0 -0.1 -3.2
F -7.9702 0.4451 15.6754 0.7 -1.4 2.2
F -7.4682 -1.6298 16.3057 0.0 1.2 0.6
C -6.7359 0.1175 17.7163 1.0 1.7 0.5
C -6.3137 -0.7742 18.7052 -0.6 0.2 0.4
C -5.4271 -0.3545 19.6663 -0.4 1.3 -0.9
N -5.0142 0.9547 19.7047 0.4 -1.1 0.3
C -5.5091 1.8401 18.8400 -0.7 0.1 -1.2
C -6.3246 1.4697 17.7213 0.8 -0.8 2.1
H -6.8218 -1.7326 18.8060 0.5 0.0 -0.3
H -5.1147 -1.0615 20.4110 0.4 0.3 0.2
H -5.2882 2.9143 19.0048 0.2 -0.9 -0.3
H -6.5574 2.2786 17.0386 -0.5 -0.5 -0.2
C -3.5822 7.3271 21.9328 -0.2 -0.3 -0.6
C -4.1110 6.3391 20.8614 -1.7 1.0 0.2
C -4.8220 7.2255 19.7828 0.1 -0.7 -0.7
C -5.0403 5.2263 21.4399 -0.4 1.3 0.3
O -2.9537 5.6476 20.3840 0.9 -1.0 -1.3
P -2.9038 4.5850 19.1570 0.1 2.8 -0.7
O -3.9656 4.8739 18.1356 1.3 -1.2 0.8
O -2.9638 3.1774 19.7657 -0.3 -2.7 0.7
O -1.3539 4.6959 18.7144 -1.4 0.0 -0.2
C -0.8385 5.5975 17.6072 0.7 -1.1 0.9
C -0.8755 4.7046 16.3395 -0.4 0.0 0.9
C 0.6258 5.8588 18.1330 -0.6 -0.4 0.0
C -1.6772 6.8330 17.4916 -0.9 0.8 1.4
H -4.4357 7.6432 22.5658 0.6 0.0 -0.3
H -3.1231 8.2168 21.4159 -0.4 -0.9 0.7
H -2.8214 6.7875 22.5057 -0.1 0.3 0.2
H -5.7475 7.6951 20.1833 0.7 -0.3 0.0
H -5.1223 6.5939 18.9044 0.3 0.8 0.8
H -4.1272 8.0389 19.4416 -0.7 -0.8 0.2
H -6.0782 5.5876 21.7052 1.3 -0.3 -0.1
H -4.5132 4.7929 22.2952 -0.3 0.0 0.2
H -5.1597 4.4337 20.7191 -0.1 -0.2 -0.4
H -0.1622 3.8939 16.4784 0.1 -0.1 -0.2
H -0.6418 5.2541 15.4387 0.2 0.2 -0.2
H -1.8908 4.2655 16.2098 0.5 0.5 0.2
H 1.0754 4.8795 18.3581 0.0 0.1 -0.6
H 0.7691 6.3759 19.1206 -0.8 0.1 -1.1
H 1.1563 6.3684 17.3258 0.3 0.0 0.3
H -2.7395 6.6113 17.1694 1.3 0.2 0.5
H -1.2444 7.5154 16.7398 0.0 -0.1 0.6
H -1.6652 7.2756 18.5716 -0.2 -0.2 -2.1
```
Positions in Å, forces in eV/Å.



C33H38CoN5O2S | ωB97M-V with the def2-TZVPD basis set

As for the charge: +2. The calculation puts the HOMO energy at -13.4 eV. Its total energy is -94836.0010 eV. As for the frontier orbital gap: 7.640 eV.

```
80
Properties=species:S:1:pos:R:3:forces:R:3
Co -0.2501 -0.7473 0.0434 0.2 1.2 -0.3
O -3.3532 -0.8822 2.4003 0.0 0.0 -0.1
C -2.2860 -1.0670 1.8512 0.0 0.1 0.1
O -1.6297 -0.1576 1.1986 -0.6 0.5 0.1
C -1.5633 -2.3762 1.8552 0.1 -0.1 -0.3
C -2.0212 -3.4223 2.6502 0.0 0.0 0.1
C -1.3574 -4.6144 2.5955 -0.1 0.0 0.1
C -0.2502 -4.7516 1.7451 0.1 0.0 -0.1
C 0.4560 -5.9781 1.6641 0.0 0.0 0.0
C 1.5326 -6.1041 0.8424 0.0 0.0 0.0
C 1.9507 -5.0012 0.0689 0.0 0.0 0.0
C 1.2943 -3.8046 0.1193 0.0 0.0 0.1
C 0.1678 -3.6413 0.9551 0.0 0.0 0.2
N -0.5143 -2.4446 1.0328 0.1 -0.6 -0.1
H -2.8835 -3.2527 3.2788 0.0 0.0 0.0
H -1.6751 -5.4579 3.1957 0.0 0.0 0.0
H 0.1200 -6.8079 2.2724 0.0 0.0 0.0
H 2.0707 -7.0399 0.7820 0.0 0.0 0.0
H 2.8132 -5.1048 -0.5764 0.0 0.0 0.0
H 1.6375 -2.9781 -0.4735 0.0 -0.1 0.0
C -0.2236 1.1173 7.2549 0.0 0.0 0.0
C -0.6765 0.6854 5.8600 0.0 0.0 0.0
C -1.6618 1.7351 5.3239 0.0 0.0 0.0
C -1.3932 -0.6686 5.9740 0.0 0.0 0.0
C 0.4986 0.5406 4.8909 0.0 0.0 0.0
C 1.8329 0.6793 5.2989 0.0 0.0 0.0
C 2.8803 0.5421 4.4109 0.0 0.0 0.0
C 2.5875 0.2405 3.0887 0.0 0.0 0.0
S 3.7024 0.0223 1.7799 0.0 0.0 0.0
C 2.3888 -0.2885 0.7356 0.0 -0.1 0.1
N 1.1932 -0.2269 1.2789 0.1 0.0 0.1
C 1.2685 0.0787 2.6486 0.0 0.1 0.0
C 0.2304 0.2492 3.5608 -0.1 0.0 0.0
C 2.4831 -0.6753 -0.6613 0.0 0.2 0.0
C 3.6814 -0.7234 -1.3674 0.0 0.0 0.0
C 3.6736 -1.1460 -2.6856 0.0 0.0 0.0
C 2.4735 -1.5210 -3.2711 0.0 0.0 0.0
C 1.2824 -1.4686 -2.5488 0.0 0.0 0.0
C 1.2491 -1.0349 -1.2263 -0.2 -0.2 0.1
H -1.0958 1.2266 7.8996 0.0 0.0 0.0
H 0.2938 2.0781 7.2343 0.0 0.0 0.0
H 0.4310 0.3771 7.7171 0.0 0.0 0.0
H -2.4696 1.8818 6.0418 0.0 0.0 0.0
H -2.1170 1.4202 4.3815 0.0 0.0 0.0
H -1.1653 2.6952 5.1704 0.0 0.0 0.0
H -2.2643 -0.5764 6.6246 0.0 0.0 0.0
H -0.7306 -1.4259 6.3963 0.0 0.0 0.0
H -1.7412 -1.0203 4.9999 0.0 0.0 0.0
H 2.0615 0.9076 6.3292 0.0 0.0 0.0
H 3.9037 0.6628 4.7398 0.0 0.0 0.0
H -0.7936 0.1796 3.2432 0.0 0.0 0.0
H 4.6136 -0.4430 -0.8912 0.0 0.0 0.0
H 4.5952 -1.1937 -3.2487 0.0 0.0 0.0
H 2.4598 -1.8660 -4.2969 0.0 0.0 0.0
H 0.3974 -1.8121 -3.0758 0.0 0.0 0.0
N -3.4785 1.6812 0.6956 0.1 -0.3 0.3
C -3.5751 1.7163 -0.8023 0.1 -0.1 -0.1
C -2.4439 2.5503 -1.4036 0.2 0.0 0.3
C -1.1581 1.8066 -1.8018 -0.4 -0.2 -0.1
N -0.3046 1.2504 -0.7108 0.5 -0.5 -0.2
C -1.5450 0.6757 -2.7486 -0.1 0.1 0.0
C -2.4532 -0.3546 -2.0773 0.1 0.0 -0.2
N -1.6110 -1.2986 -1.2708 -0.2 -0.1 0.0
C -3.6920 0.3339 -1.4604 0.0 -0.1 0.0
H -3.5502 2.6258 1.0736 0.1 0.0 0.1
H -2.6101 1.1966 1.0286 0.2 -0.1 -0.1
H -4.2185 1.1147 1.1282 0.0 0.1 -0.1
H -4.5216 2.2360 -0.9535 0.0 0.0 -0.3
H -2.2464 3.4263 -0.7778 0.1 0.0 0.0
H -2.8144 2.9469 -2.3498 -0.1 0.1 0.0
H -0.5616 2.5351 -2.3539 0.0 0.0 0.0
H -0.0737 1.9650 -0.0243 -0.2 -0.1 0.2
H 0.5848 1.0277 -1.1609 0.1 0.4 0.0
H -0.6563 0.2074 -3.1650 0.1 -0.1 0.0
H -2.0806 1.1009 -3.6006 0.0 0.0 0.0
H -2.8861 -0.9784 -2.8629 0.1 0.0 0.0
H -1.0553 -1.8006 -1.9589 0.0 -0.1 0.0
H -2.1867 -2.0315 -0.8560 -0.2 0.2 0.1
H -4.3082 -0.3383 -0.8580 0.1 -0.1 0.0
H -4.2862 0.5312 -2.3563 -0.2 0.0 0.1
```
Positions in Å, forces in eV/Å.